The following is a DFT calculation (ωB97M-V/def2-TZVPD) of a molecular structure, C19H25Br21F9O3S in a non-equilibrium geometry.

gap between HOMO and LUMO	3.34	eV
net charge	-1
LUMO energy	0.0394	Eh

Cartesian coordinates (Å):
C (0.3388, -5.0185, 1.3296)
C (-0.3519, -4.4280, 0.0836)
C (0.6179, -3.8223, -0.9384)
O (0.2064, -2.4991, -1.1470)
C (1.0029, -1.8291, -2.1579)
C (2.3032, -1.3869, -1.5497)
C (1.9740, -0.1388, -0.7334)
C (2.7870, 0.0351, 0.5548)
C (2.4817, -0.8947, 1.7097)
F (3.6978, -1.2265, 2.2961)
F (1.9359, -2.0776, 1.3809)
C (1.7305, -0.2736, 2.9259)
F (2.4770, 0.7558, 3.3948)
F (1.6567, -1.1917, 3.9120)
S (-0.0088, 0.4126, 2.6231)
F (-0.2400, -0.5008, 1.3726)
F (-0.6814, -0.7053, 3.5362)
F (0.1245, 1.3274, 3.9342)
F (0.5659, 1.5839, 1.7498)
F (-1.4647, 1.0352, 2.4107)
C (3.2817, -1.0398, -2.6229)
O (3.4755, -2.1058, -3.6090)
C (4.3230, -3.0902, -3.2642)
C (5.5141, -3.2098, -4.1972)
O (4.1839, -3.8706, -2.3455)
H (0.1411, -4.3855, 2.1902)
H (-0.0812, -5.9864, 1.5785)
H (1.4137, -5.0857, 1.2169)
H (-1.0136, -3.6330, 0.3893)
H (-0.8851, -5.2427, -0.3967)
H (1.6345, -3.8973, -0.5611)
H (0.5807, -4.4054, -1.8650)
H (1.1465, -2.5239, -2.9828)
H (0.3791, -0.9678, -2.4550)
H (2.2290, 0.7473, -1.3509)
H (0.9018, -0.0909, -0.5915)
H (2.7265, 1.0765, 0.8673)
H (3.8233, -0.1170, 0.2872)
H (2.8990, -0.1919, -3.2302)
H (4.2487, -0.7394, -2.2153)
H (5.1565, -3.2723, -5.2199)
H (6.0102, -4.1415, -3.9664)
H (6.2158, -2.3977, -4.0522)
C (-3.0375, 2.4484, 3.9846)
Br (-4.3300, 1.2267, 3.2571)
Br (-3.0401, 4.1389, 3.0553)
Br (-3.2639, 2.6836, 5.8815)
H (-2.0636, 2.0071, 3.8304)
C (-5.6430, 4.9695, 0.1269)
Br (-4.9480, 6.4102, -0.9483)
Br (-7.3715, 5.4026, 0.8574)
Br (-5.6673, 3.3073, -0.8332)
H (-4.9680, 4.8443, 0.9609)
C (-5.4328, 9.8882, -2.6385)
Br (-4.6704, 10.7406, -4.1869)
Br (-4.3002, 10.0764, -1.0942)
Br (-7.2180, 10.5146, -2.2875)
H (-5.5038, 8.8328, -2.8571)
C (-2.4718, -1.3082, -1.0797)
Br (-3.3557, -3.0112, -1.0777)
Br (-2.4961, -0.4883, -2.8215)
Br (-3.1283, -0.1186, 0.2836)
H (-1.4322, -1.5157, -0.8412)
C (0.9096, -9.3211, 1.7970)
Br (1.4610, -8.3771, 0.2189)
Br (1.8922, -8.7435, 3.3491)
Br (-0.9930, -9.1902, 2.0751)
H (1.1371, -10.3648, 1.6459)
C (0.3366, 3.7559, -2.2017)
Br (-0.7138, 2.3906, -1.3544)
Br (2.2178, 3.3290, -2.2293)
Br (-0.3238, 4.1539, -3.9685)
H (0.2291, 4.6549, -1.6130)
C (-0.2892, 5.1117, 2.5431)
Br (1.1331, 4.6149, 1.3520)
Br (0.3072, 6.3464, 3.8960)
Br (-1.8107, 5.7914, 1.5775)
H (-0.6090, 4.2124, 3.0498)

Mulliken population analysis, charges in e, atoms 1 to 6: C -1.10; C 0.17; C -0.59; O 0.08; C -1.44; C 0.74


The following is a DFT calculation (ωB97M-V/def2-TZVPD) of 2 unconnected molecules or ions with the total composition C4H6F2O in a non-equilibrium geometry.

gap between HOMO and LUMO (spin up / spin down)	8.96 / 8.91	eV
LUMO energy (spin up / spin down)	0.0083 / 0.0018	Eh

Cartesian coordinates (Å):
C (1.1644, -0.3612, 0.0204)
C (2.4248, 0.1915, 0.2325)
C (0.6467, -1.5646, -0.5538)
C (-0.2679, 1.9208, -0.4963)
O (1.7316, -0.2215, 1.2905)
F (2.8103, 1.4652, 0.1506)
F (3.5995, -0.4942, 0.0001)
H (-0.2507, -1.3380, -1.0612)
H (0.4015, -2.2355, 0.3110)
H (1.4878, -2.0417, -1.1811)
H (-0.1384, 2.4654, 0.4480)
H (-1.1129, 1.1516, -0.5286)
H (0.4957, 2.0642, -1.3393)

Mulliken population analysis, charges in e, atoms 1 to 6: C 0.15; C 0.88; C -0.97; C -0.77; O -0.45; F -0.24


The following is a DFT calculation (ωB97M-V/def2-TZVPD) of a molecular structure, C36H48BF3N9S4Ti.

gap between HOMO and LUMO	7.28	eV
net charge	+1
LUMO energy	-0.0973	Eh

Cartesian coordinates (Å):
Ti (-0.5023, 0.4498, 0.3100)
C (-1.0813, -0.6828, 5.5909)
C (-0.6134, -1.5875, 4.5010)
C (-0.5827, -2.9489, 4.6039)
C (-0.1589, -3.7517, 3.5139)
N (0.2551, -3.2049, 2.4016)
N (0.2248, -1.8808, 2.3116)
B (0.8848, -1.1726, 1.0789)
N (2.2349, -0.5652, 1.6259)
N (2.8124, -1.1843, 2.6520)
C (3.9701, -0.7580, 3.0745)
C (4.6246, 0.3188, 2.4316)
C (4.0279, 0.9686, 1.3917)
C (4.6450, 2.1333, 0.6914)
C (2.7421, 0.4966, 1.0090)
S (1.7946, 1.2762, -0.2086)
C (4.5796, -1.4522, 4.2813)
C (4.7912, -0.4088, 5.3872)
C (5.9250, -2.0685, 3.8809)
C (3.6549, -2.5531, 4.7965)
N (1.3122, -2.2775, 0.0653)
N (2.4143, -2.9672, 0.3419)
C (2.7535, -3.9633, -0.4291)
C (1.9308, -4.3472, -1.5130)
C (0.8047, -3.6364, -1.8097)
C (-0.0978, -3.9676, -2.9503)
C (0.5249, -2.5139, -0.9810)
S (-0.7640, -1.4320, -1.2904)
C (4.0680, -4.6465, -0.0659)
C (4.4539, -5.7157, -1.0860)
C (5.1671, -3.5765, -0.0185)
C (3.9235, -5.2876, 1.3188)
C (-0.1987, -1.0478, 3.2554)
S (-0.2281, 0.6232, 2.8584)
C (-0.1294, -5.2680, 3.6071)
C (0.0552, -5.8889, 2.2242)
C (1.0504, -5.6659, 4.5061)
C (-1.4388, -5.7824, 4.2184)
H (-1.3099, -1.2459, 6.4936)
H (-1.9744, -0.1437, 5.2689)
H (-0.3238, 0.0687, 5.8187)
H (-0.8991, -3.4237, 5.5233)
H (5.5978, 0.6405, 2.7804)
H (5.6315, 2.3485, 1.0971)
H (4.0126, 3.0157, 0.7983)
H (4.7316, 1.9357, -0.3778)
H (5.4710, 0.3859, 5.0757)
H (5.2239, -0.8861, 6.2677)
H (3.8444, 0.0489, 5.6792)
H (6.6331, -1.3180, 3.5244)
H (5.7952, -2.8161, 3.0959)
H (6.3760, -2.5605, 4.7439)
H (2.6906, -2.1507, 5.1110)
H (4.1211, -3.0437, 5.6524)
H (3.4631, -3.3013, 4.0269)
H (2.1996, -5.1998, -2.1211)
H (0.2319, -4.8736, -3.4547)
H (-0.1193, -3.1476, -3.6700)
H (-1.1212, -4.1052, -2.5981)
H (4.5494, -5.3027, -2.0925)
H (3.7333, -6.5358, -1.1131)
H (5.4197, -6.1419, -0.8138)
H (5.2992, -3.1042, -0.9943)
H (6.1162, -4.0339, 0.2667)
H (4.9212, -2.8009, 0.7075)
H (3.1683, -6.0756, 1.3141)
H (3.6322, -4.5382, 2.0572)
H (4.8720, -5.7320, 1.6255)
H (0.9784, -5.5490, 1.7577)
H (-0.7705, -5.6296, 1.5593)
H (0.0906, -6.9753, 2.3202)
H (1.9965, -5.3299, 4.0774)
H (1.0865, -6.7512, 4.6121)
H (0.9556, -5.2347, 5.5052)
H (-2.3072, -5.4470, 3.6490)
H (-1.5627, -5.4662, 5.2546)
H (-1.4363, -6.8732, 4.2146)
F (-4.9789, 0.5643, 3.1144)
C (-5.1816, 1.5830, 2.2625)
F (-5.7742, 1.0827, 1.1689)
F (-6.0624, 2.4145, 2.8441)
C (-3.8959, 2.2924, 1.9349)
C (-3.7260, 3.6273, 2.2512)
C (-2.5246, 4.2655, 1.9647)
C (-1.5191, 3.5243, 1.3784)
N (-1.6839, 2.2405, 1.0681)
C (-2.8428, 1.6043, 1.3174)
S (-2.8351, -0.0597, 0.7976)
H (-4.5325, 4.1702, 2.7244)
H (-2.3703, 5.3069, 2.2044)
H (-0.5484, 3.9489, 1.1516)
C (-2.9536, 3.5411, -3.3943)
N (-2.0366, 2.4054, -3.4794)
C (-1.8953, 1.7018, -4.7544)
C (-1.4178, 1.9713, -2.4237)
N (-0.8586, 1.5813, -1.4886)
H (-2.6290, 4.3254, -4.0779)
H (-2.9526, 3.9290, -2.3790)
H (-3.9630, 3.2244, -3.6566)
H (-1.5217, 2.3880, -5.5140)
H (-2.8616, 1.3042, -5.0648)
H (-1.1936, 0.8809, -4.6330)

Mulliken population analysis, charges in e, atoms 1 to 6: Ti -1.23; C -1.77; C 0.35; C -0.66; C 0.15; N -0.72


The following is a DFT calculation (ωB97M-V/def2-TZVPD) of 2 unconnected molecules or ions with the total composition C10H16 in a non-equilibrium geometry.

gap between HOMO and LUMO	10.01	eV
structure (SMILES)	Cc1ccccc1.CCC
LUMO energy	0.0367	Eh

Cartesian coordinates (Å):
C (1.4750, 0.1636, 2.6167)
C (0.4139, -0.7531, 2.1110)
C (0.2316, -0.9686, 0.7596)
C (-0.8115, -1.7761, 0.3064)
C (-1.6377, -2.4359, 1.1872)
C (-1.4521, -2.2145, 2.5632)
C (-0.4569, -1.3857, 3.0214)
H (2.4138, -0.3667, 2.7919)
H (1.1181, 0.6937, 3.4955)
H (1.8492, 0.8911, 1.8850)
H (0.6860, -0.3635, -0.0173)
H (-0.9032, -1.9787, -0.7554)
H (-2.4084, -3.1345, 0.9075)
H (-2.1911, -2.6284, 3.2392)
H (-0.3502, -1.1847, 4.0799)
C (0.5146, 0.4355, -3.1680)
C (0.5251, 1.9264, -2.7993)
C (-0.4902, 2.4630, -1.7673)
H (0.4939, -0.2658, -2.3349)
H (1.3552, 0.2028, -3.8193)
H (-0.3921, 0.1425, -3.7115)
H (1.5172, 2.0825, -2.3647)
H (0.4193, 2.4971, -3.7158)
H (-0.2489, 2.1826, -0.7414)
H (-0.1336, 3.5028, -1.7964)
H (-1.5373, 2.2726, -1.9733)

Mulliken population analysis, charges in e, atoms 1 to 6: C -1.44; C 0.77; C -0.06; C -0.27; C -0.63; C -0.36


The following is a DFT calculation (ωB97M-V/def2-TZVPD) of C4H8O2 in the gas phase.

gap between HOMO and LUMO	10.33	eV
structure (SMILES)	COCC(C)=O
LUMO energy	0.0318	Eh

Cartesian coordinates (Å):
C (-1.8269, 0.5042, -0.2500)
O (-0.9771, 0.2106, 0.8334)
C (-0.1981, -0.9385, 0.6297)
C (1.1296, -0.7082, -0.0955)
C (1.6676, 0.7008, -0.1452)
O (1.7223, -1.6542, -0.5661)
H (-2.5000, -0.3391, -0.4651)
H (-2.4267, 1.3714, 0.0347)
H (-1.2667, 0.7448, -1.1664)
H (0.0558, -1.3274, 1.6239)
H (-0.7503, -1.7260, 0.0960)
H (2.7430, 0.6711, -0.3339)
H (1.4450, 1.2505, 0.7731)
H (1.1827, 1.2401, -0.9686)

Mulliken population analysis, charges in e, atoms 1 to 6: C -0.67; O -0.36; C -0.41; C 0.65; C -1.01; O -0.56


The following is a DFT calculation (ωB97M-V/def2-TZVPD) of 8 unconnected molecules or ions with the total composition C11H40NO7 in a non-equilibrium geometry.

gap between HOMO and LUMO	10.79	eV
net charge	+1
LUMO energy	-0.0844	Eh

Cartesian coordinates (Å):
N (-0.2994, -0.5624, -0.6025)
H (0.1855, -0.9946, -1.3759)
H (-0.4543, -1.2606, 0.1107)
H (-1.2254, -0.2248, -0.8234)
H (0.3286, 0.1517, -0.2622)
C (-3.4137, 1.5864, -1.7713)
O (-2.9446, 0.3318, -1.3256)
H (-3.4416, 1.6641, -2.8582)
H (-4.4241, 1.8149, -1.4323)
H (-2.7695, 2.3839, -1.4011)
H (-3.5162, -0.3349, -1.7133)
C (3.5071, -0.3581, 0.0299)
O (2.3678, -1.1179, 0.4219)
H (3.4471, 0.6900, 0.3232)
H (4.3888, -0.6637, 0.5932)
H (3.6903, -0.5126, -1.0334)
H (2.3203, -1.1065, 1.3806)
C (-2.8246, 1.1631, 1.9110)
C (-2.0299, 2.3012, 2.4228)
C (-0.7114, 1.9938, 3.1662)
O (-1.6300, 3.0817, 1.3462)
H (-3.8084, 1.4852, 1.5698)
H (-2.8954, 0.3532, 2.6369)
H (-2.2616, 0.8011, 1.0506)
H (-2.6554, 2.9333, 3.0531)
H (-0.0052, 2.8191, 3.2569)
H (-0.1416, 1.2224, 2.6481)
H (-1.0136, 1.6668, 4.1612)
H (-2.4136, 3.4863, 0.9669)
C (1.3183, 4.1405, -0.6542)
C (0.6926, 2.8312, -1.1329)
C (1.4626, 2.1203, -2.2259)
O (0.6395, 1.9162, -0.0814)
H (1.3012, 4.9005, -1.4353)
H (2.3631, 4.0835, -0.3489)
H (0.8026, 4.5257, 0.2255)
H (-0.2975, 3.0493, -1.5332)
H (2.5152, 1.9315, -2.0147)
H (1.5068, 2.7008, -3.1474)
H (1.0140, 1.1588, -2.4756)
H (0.1041, 2.3096, 0.6116)
C (-0.8172, -3.8615, -0.3390)
C (-0.2671, -3.7916, 1.1112)
C (1.0507, -4.5174, 1.4341)
O (-0.2128, -2.4274, 1.4000)
H (-1.6231, -3.1280, -0.3638)
H (-1.2121, -4.8366, -0.6240)
H (-0.0153, -3.6018, -1.0300)
H (-0.9928, -4.2861, 1.7569)
H (1.9614, -4.0012, 1.1304)
H (0.9732, -5.4074, 0.8096)
H (1.1816, -4.9643, 2.4196)
H (0.2043, -2.4054, 2.2644)
O (2.8437, -3.1163, -1.1260)
H (3.4210, -3.6837, -0.6151)
H (2.6356, -2.3918, -0.5361)
O (0.6872, -1.2575, -2.9298)
H (-0.0369, -1.2362, -3.5554)
H (1.4404, -1.5477, -3.4443)

Mulliken population analysis, charges in e, atoms 1 to 6: N 0.41; H 0.22; H 0.35; H 0.25; H 0.17; C -0.63